No. 1
# CH5N3O

One molecule with the formula CH5N3O in a non-equilibrium geometry (wB97M-V/def2-TZVPD, the OMol25 dataset).

Its SMILES is NNC(N)=O. For the LUMO energy, the calculation gives 0.397 eV. The energy relative to the best compared isomer or geometry (same formula, charge and spin) comes out at 67.7 kcal/mol. The spin multiplicity is 1.

Each line ends with the Löwdin charge.
Geometry (Å):
N 1.619 -0.418 -0.192  -0.016
N 0.217 -0.961 -0.088  -0.045
C -0.993 -0.311 0.008  -0.613
N -0.605 1.111 -0.258  0.042
O -2.082 -0.816 -0.129  0.068
H 1.773 -0.227 0.915  0.115
H 1.602 0.634 -0.748  0.152
H -0.013 -1.777 -0.368  0.034
H -0.034 1.104 0.829  0.169
H -1.483 1.661 0.030  0.094



No. 2
# CH5N3O2

A 2-piece molecular cluster, CH5N3O2 overall (wB97M-V/def2-TZVPD, the OMol25 dataset).

Its SMILES is C=NN.O=NO. For the LUMO energy, the calculation gives 0.268 eV. The energy relative to the best compared isomer or geometry (same formula, charge and spin) comes out at 75.3 kcal/mol. The spin multiplicity is 1.

Each line ends with the Löwdin charge.
Geometry (Å):
C 2.256 0.288 -0.649  -0.100
N 1.139 0.383 -0.061  -0.120
N 0.846 -0.612 0.837  -0.020
H 2.513 1.056 -1.359  0.047
H 2.977 -0.534 -0.515  0.068
H 1.277 -1.516 0.640  0.082
H -0.131 -0.714 1.010  0.043
O -2.595 -0.920 -0.630  0.031
N -3.150 -0.005 -0.154  -0.113
O -2.261 0.957 0.272  -0.005
H -2.870 1.616 0.608  0.089